This record from the OMol25 dataset describes C21H27NO3 as an isolated structure in a non-equilibrium geometry. The level of theory is ωB97M-V/def2-TZVPD.

Output
- HOMO energy: -7.971 eV
- Strongest force on any atom: 15.160 eV/A
- Orbital gap: 8.65 eV
- Lowest unoccupied orbital energy: 0.679 eV
- Energy relative to the best compared isomer or geometry (same formula, charge and spin): 19.817 eV

XYZ file:
```
52
Properties=species:S:1:pos:R:3:forces:R:3
C 6.251574 3.080897 1.629297 2.7836 -1.7289 -0.7764
C 5.052349 2.154374 1.789141 3.0367 -0.1646 3.6112
C 3.783014 2.290248 1.260799 9.9562 7.1547 -2.0773
C 2.835863 1.555526 1.555622 -10.4405 0.9320 -3.0044
C 3.115945 0.543678 2.242635 -1.3519 -9.6671 9.1868
C 4.333379 0.282279 3.013582 -0.1422 -0.4468 -1.1270
C 5.370039 1.200990 2.842448 -1.4386 -2.2218 -2.6904
H 6.397421 0.777624 3.031040 -0.9350 1.4861 0.3477
H 4.543073 -0.719390 3.562976 -0.8923 1.9923 -0.8752
C 1.877738 -0.483262 2.652995 13.7264 -6.2902 1.3587
H 1.986423 -1.098654 3.805067 -0.1211 2.1353 -3.5113
H 1.075389 -0.119046 2.592469 -11.5163 5.8600 -0.3828
C 1.959436 -1.592711 1.575755 -4.9219 -3.8226 9.3762
C 1.716390 -1.396161 0.297003 4.0937 4.6898 -10.7402
C 0.438479 -0.860502 -0.202585 -2.3069 -1.3992 14.1992
N -0.614392 -1.794659 0.335862 -3.2277 0.2314 -5.2954
C -1.967825 -1.351477 -0.314084 1.5294 -5.2546 2.4617
C -2.061627 -1.791849 -1.719039 -1.1482 -5.0770 -3.1521
O -3.443540 -1.755404 -2.358282 3.9699 2.4394 2.7886
C -3.811867 -0.369748 -2.414688 -0.4529 -3.6877 -4.1969
C -2.893216 0.758073 -2.528089 -4.0919 -0.9535 1.6944
C -3.492056 1.972391 -2.572995 -0.7850 2.6089 -3.1934
C -4.874211 2.058067 -3.084913 2.1524 0.5103 2.3233
C -5.669274 1.016572 -3.040087 -1.1609 -5.0997 -3.3023
C -5.018428 -0.454816 -3.079056 -1.7300 8.8335 2.9448
H -5.790924 -1.131620 -3.015828 -0.7266 -2.3285 -0.1348
H -6.649502 1.278543 -3.573781 0.9574 -1.1723 1.0762
O -5.353185 3.233302 -3.460500 5.6086 2.2427 0.2740
H -6.219398 3.401186 -3.576484 -4.6046 -0.1190 -0.3847
H -2.946973 2.963755 -2.703262 -0.3772 -1.5339 0.6218
H -1.942809 0.602764 -2.209143 2.7675 -0.0425 0.5715
H -1.801838 -2.950036 -2.017469 -0.5033 2.5217 1.8664
H -1.365213 -1.359424 -2.380973 0.6681 1.2741 -0.8485
H -2.136509 -0.344014 -0.176441 -0.6093 2.2772 0.5507
H -2.646462 -2.053954 0.235652 -0.1882 1.3270 -0.2956
C -0.708508 -2.328363 1.684548 8.4577 8.7563 -1.3947
C 0.793040 -2.745483 1.900853 -4.3465 4.4538 7.6206
H 0.588709 -2.849794 3.353941 1.4824 -0.1051 -3.9335
H 0.921062 -3.660015 1.551431 1.3844 -3.9953 -1.7697
H -0.844677 -1.347896 2.389077 0.2183 -1.5474 -0.8221
H -1.517028 -2.783986 1.896786 -5.2453 -4.4153 0.9052
H 0.132816 0.097145 0.725305 1.2133 -1.2987 -3.2030
H 0.411855 -0.578467 -1.103897 -0.7498 1.8801 -6.8726
H 2.554574 -0.410471 0.040224 -1.8411 -2.7310 -0.0661
H 2.114953 -2.285374 -0.335552 -0.8081 1.4529 0.9845
O 3.006413 -2.372526 1.715652 5.7224 -2.3361 2.6532
H 3.179505 -2.590409 2.702327 -0.6052 0.6338 -2.4939
H 1.784335 1.897561 1.122751 1.9731 -1.4797 1.0915
H 3.773867 3.125650 0.629927 -0.7458 1.1853 -1.0940
H 6.787104 3.447044 2.630573 -1.7203 -0.4735 -2.2867
H 7.147151 2.440016 1.087755 -2.0615 1.3432 1.3426
H 6.038418 3.800532 0.865561 0.0946 1.1704 0.0738
```
Positions in Å, forces in eV/Å.

This record from the OMol25 dataset describes C21H28Br36I2N2O3P as an isolated structure in a non-equilibrium geometry. The level of theory is ωB97M-V/def2-TZVPD.

Output
- Total charge: +1
- HOMO energy: -11.521 eV
- Strongest force on any atom: 8.980 eV/A
- Orbital gap: 7.52 eV
- Lowest unoccupied orbital energy: -4.001 eV

XYZ file:
```
93
Properties=species:S:1:pos:R:3:forces:R:3
C -3.818129 -0.020209 -0.133367 0.1037 0.5886 0.7817
C -3.386455 -1.285919 0.811791 -2.5768 1.2511 1.6669
N -2.041410 -1.888696 0.547276 -0.6069 -1.8918 -2.0498
P -1.798054 -2.542328 -1.080364 3.9071 0.2011 -0.0785
O -0.137517 -3.194632 -1.034428 -3.3676 1.8445 1.7137
C -1.669917 -1.179523 -2.468779 2.8283 3.1613 1.7429
I -2.751304 -1.204704 -4.364524 0.7069 -0.1988 1.5668
C -0.727190 -0.010033 -2.249326 -2.9195 -2.2144 -2.0080
C -0.613008 1.147027 -3.451822 1.3773 -0.9097 0.3367
I 0.545039 0.274143 -0.493273 -0.9553 -0.2222 -1.4376
N -2.798552 -3.934125 -1.536777 -0.0584 3.0033 -2.0122
C -4.276841 -3.729715 -1.366426 -5.0076 -3.1646 5.4007
C -5.299168 -2.914383 -2.352158 -0.7403 0.0387 -0.2943
O -4.851165 -4.338773 -0.291167 4.2248 4.0151 -6.8318
C -2.421251 -4.552981 -2.859231 3.5884 -0.9191 -5.5088
C -3.449845 -5.722796 -3.450155 0.0057 -0.3049 0.7799
O -1.334995 -4.306302 -3.591543 -6.3330 -0.4430 5.3293
H -4.021949 -0.277666 -1.256236 0.6034 0.4821 2.1535
H -2.981039 0.818705 -0.009452 -1.8192 -1.8194 -0.6083
H -4.827751 0.439690 0.307529 2.2501 -1.1788 -0.9058
H -3.338871 -0.848007 1.923471 0.0971 -0.9723 -2.4747
H -4.287087 -2.068258 0.859233 2.1597 1.4842 -0.2906
H -1.784708 -2.596335 1.299839 -0.4224 0.9512 -1.3956
H 0.324454 -2.823846 -0.201722 -1.0374 -0.6183 -1.7101
H -1.631738 1.691459 -3.644206 1.9800 -1.2011 0.4853
H -0.235237 0.559789 -4.419644 -1.0685 1.2743 1.9972
H 0.264087 1.919708 -3.212800 -2.2077 -1.7189 -0.2324
H -5.079428 -1.768893 -2.442375 -0.0274 -2.2644 0.2877
H -5.342635 -3.334615 -3.460726 0.4353 0.7620 2.4486
H -6.405384 -2.998863 -1.911681 2.7416 -0.1104 -0.7053
H -4.329786 -5.274571 -4.078372 1.8096 -0.6933 1.1914
H -3.876881 -6.343251 -2.529230 0.6962 1.5037 -2.1330
H -2.824679 -6.483237 -4.125448 -1.2225 2.0730 1.5639
C 2.331869 2.304900 2.938073 -0.1700 0.0497 0.2296
Br 2.698938 0.464459 2.426017 0.1146 0.4198 -0.0819
Br 3.714140 3.021133 4.104512 -0.3114 -0.2896 -0.4636
Br 2.032138 3.441444 1.388090 0.4333 -0.2715 0.4732
H 1.400364 2.296923 3.513623 0.4447 -0.0143 -0.2732
C -1.483792 5.082885 -2.032113 -0.0877 0.3359 -0.1252
Br -0.194689 4.363565 -0.765244 -0.4640 0.0529 -0.3745
Br -1.055466 4.583704 -3.862851 -0.1554 0.2508 0.4167
Br -3.308657 4.603203 -1.559051 0.5041 0.0312 -0.0902
H -1.414688 6.174144 -1.973763 -0.0375 -0.4702 -0.0304
C 0.308341 0.963210 6.377518 0.1003 -0.0421 0.2940
Br -0.235319 2.568168 5.422161 -0.0346 -0.3123 0.3308
Br -0.815060 0.629599 7.930232 0.2770 0.1166 -0.5260
Br 0.396461 -0.584083 5.201874 -0.1070 0.3505 0.2832
H 1.322959 1.140590 6.749151 -0.3874 -0.0775 -0.1829
C 1.383436 6.691338 6.768166 -0.0012 0.2336 0.0694
Br 2.672538 5.972018 8.035035 -0.3488 0.0893 -0.3627
Br 1.811760 6.192157 4.937427 -0.1393 0.1098 0.4123
Br -0.441430 6.211655 7.241227 0.4725 0.0662 -0.1300
H 1.452539 7.782596 6.826516 -0.0307 -0.5066 -0.0343
C 1.576758 3.730621 -6.834152 0.2293 0.0740 -0.1805
Br 1.586200 5.675598 -6.868013 -0.0592 -0.5702 0.0802
Br 2.357202 3.031408 -5.195173 -0.1759 0.1853 -0.3494
Br -0.201414 3.009722 -7.154193 0.3318 0.1692 0.1540
H 2.211881 3.393384 -7.659934 -0.3041 0.1293 0.3817
C 6.107336 2.543235 0.369391 -0.0711 0.0576 0.2789
Br 7.618557 1.616461 1.170309 -0.4763 0.3620 -0.2128
Br 6.631582 4.249953 -0.402959 -0.0620 -0.4818 0.1461
Br 5.170667 1.423884 -0.916581 0.2152 0.2319 0.2540
H 5.401292 2.761360 1.177443 0.2699 -0.0832 -0.3458
C 7.930822 -2.532937 1.454400 0.1747 -0.1681 -0.0871
Br 8.860832 -1.722697 2.958646 -0.2784 -0.1449 -0.3919
Br 6.009596 -2.612554 1.749025 0.4084 0.0905 -0.0583
Br 8.369849 -1.655906 -0.225508 -0.1174 -0.3429 0.4057
H 8.285651 -3.566033 1.378016 -0.1856 0.4791 0.0502
C -1.702613 -8.135208 -0.944759 0.4451 -0.3348 -0.1094
Br -1.693171 -6.190232 -0.978619 0.5933 -2.0983 1.3247
Br -0.922170 -8.834420 0.694221 -0.2553 0.2329 -0.4200
Br -3.480786 -8.856108 -1.264799 0.4357 0.2395 0.1569
H -1.067491 -8.472446 -1.770540 -0.2219 0.1231 0.3530
C 3.009733 -8.439797 -0.984357 0.0858 -0.0995 0.2537
Br 4.917756 -8.196688 -1.275075 -0.5429 -0.0532 0.0224
Br 1.993779 -6.858704 -1.486580 0.2038 -0.3638 0.0416
Br 2.341337 -10.039928 -1.865745 0.1391 0.4566 0.1745
H 2.866039 -8.583737 0.091588 0.0396 0.0708 -0.4955
C 2.198493 7.430296 -0.701770 -0.1599 -0.0873 0.0056
Br 2.014534 8.539520 -2.289204 0.0535 -0.2720 0.3850
Br 3.749932 6.261815 -0.811019 -0.4285 0.2879 0.0544
Br 2.206230 8.493451 0.927236 0.0324 -0.2802 -0.4110
H 1.314777 6.785171 -0.658342 0.4203 0.2881 -0.0082
C -6.935906 3.933797 -4.145606 -0.2151 0.0378 -0.1915
Br -7.005927 5.859843 -4.409449 0.0889 -0.5644 0.1298
Br -5.219788 3.191564 -4.682518 -0.3459 0.1549 0.1254
Br -7.402207 3.435298 -2.324047 0.1896 0.1316 -0.3879
H -7.694029 3.493449 -4.801631 0.3550 0.1914 0.3125
C 3.551107 0.113298 9.107233 0.1752 -0.1030 0.2688
Br 3.972494 1.313352 7.635341 -0.1795 -0.2527 0.2608
Br 2.496880 0.997100 10.482641 0.2432 -0.2156 -0.4403
Br 2.704162 -1.524152 8.486377 0.1580 0.4728 0.0977
H 4.502042 -0.173503 9.568200 -0.4249 0.1387 -0.2322
```
Positions in Å, forces in eV/Å.